156
Properties=species:S:1:pos:R:3:forces:R:3 method="wB97M-V/def2-TZVPD" spin_multiplicity=1 fmax_ev_per_a=3.01 orbital_gap_ev=9.1298 energy_ev=-72952.477 smiles=CC1(C)CCCC(C)(C)N1O.COC[C@H](C)N.COC[C@H](C)N.COC[C@H](C)N.COC[C@H](C)N.COC[C@H](C)N.COC[C@H](C)N.CO.CO.CO.CO
C -2.15262 6.12415 2.73551 0.5 0.2 2.0
C -1.36115 5.14815 3.63657 0.5 -0.5 1.4
C -1.69073 5.32160 5.16507 -0.3 -0.5 -1.1
C -1.72388 3.72752 3.30537 0.9 -1.7 0.2
C -1.14339 3.27251 1.99098 0.0 -1.4 -0.9
C 0.35009 3.35584 2.09654 1.4 0.3 -0.4
C 0.79964 4.78321 2.39479 2.0 1.4 -1.3
C 2.33259 4.82507 2.72481 -0.9 -1.8 -0.7
C 0.66800 5.74769 1.13521 -1.1 0.3 2.0
N 0.13193 5.27165 3.57777 -1.0 0.0 0.7
O 0.45142 6.64852 3.78904 0.2 0.3 0.2
H -2.91407 6.55021 3.43545 0.4 0.1 -1.1
H -1.43028 6.86566 2.39269 -0.6 0.3 0.0
H -2.60614 5.59138 1.92519 -0.4 0.0 -0.5
H -2.69783 4.90575 5.44587 0.9 0.6 -0.4
H -0.90957 4.80026 5.71423 -0.1 -0.1 0.1
H -1.60076 6.36905 5.36169 -0.3 0.7 0.6
H -1.35783 2.97703 4.03804 0.1 0.7 0.2
H -2.77779 3.62259 3.37741 -1.1 0.1 -0.3
H -1.32301 2.20959 1.69198 -0.6 0.7 0.6
H -1.52714 3.88258 1.19902 -0.2 0.4 -0.7
H 0.95208 3.10591 1.15973 -1.1 -0.2 1.1
H 0.62557 2.66039 2.92999 0.3 0.6 -0.7
H 2.63111 5.84570 2.73872 0.4 0.8 1.0
H 2.99506 4.38987 1.95794 -0.7 -0.2 -0.2
H 2.43558 4.15659 3.58868 0.5 0.9 0.3
H 1.02501 6.76650 1.36747 -0.1 -0.5 0.2
H -0.36975 5.86059 0.84014 -0.1 -0.1 -0.3
H 1.24530 5.38561 0.33901 0.8 -0.7 -1.2
H 0.84724 6.71896 4.67860 -0.3 -0.4 -0.6
C -0.82167 -1.00967 2.66335 -1.5 -0.7 -0.1
O -2.06440 -0.30951 2.38973 1.0 -0.6 0.1
C -2.82471 -0.07471 3.55569 -1.1 1.1 -0.5
C -3.98822 0.91086 3.20782 0.6 0.4 1.6
C -4.70039 1.33132 4.57458 0.7 0.8 -2.0
N -4.93181 0.26606 2.32254 -0.2 0.4 0.4
H -0.43406 -1.33769 1.70140 0.1 0.1 -0.1
H -1.00349 -1.95640 3.25230 0.2 1.0 -0.2
H -0.12969 -0.33267 3.14052 0.3 0.0 0.4
H -3.29659 -0.99241 3.90028 0.1 -0.3 0.3
H -2.19707 0.38667 4.32255 0.1 -0.1 0.2
H -3.49490 1.84188 2.81175 -0.5 -0.8 0.0
H -5.49615 2.11511 4.33703 0.9 -1.1 0.5
H -3.89965 1.81045 5.16932 -0.6 -0.2 0.1
H -5.11171 0.44633 5.05684 -0.1 0.2 0.1
H -4.53172 0.11674 1.40938 -0.1 -0.2 -0.3
H -5.77851 0.82756 2.25415 0.2 -0.2 -0.2
C -3.91966 2.02329 -2.42950 0.3 -0.1 1.6
O -4.07815 0.61357 -2.54555 -1.3 1.2 0.8
C -3.18696 0.08665 -3.43916 1.1 -2.0 -1.8
C -3.55772 -1.40792 -3.71596 -0.2 1.1 0.3
C -2.59830 -2.04733 -4.74523 -2.0 -0.5 1.4
N -5.01471 -1.49271 -4.13266 1.6 0.2 -0.6
H -3.88719 2.62296 -3.32394 -0.4 -0.3 -0.9
H -2.96599 2.16157 -1.96064 0.9 0.4 0.3
H -4.63796 2.46903 -1.72841 -0.2 -0.6 -0.3
H -3.34319 0.57801 -4.40994 0.7 0.3 0.0
H -2.11974 0.08087 -3.08440 -0.7 0.6 -0.3
H -3.39838 -1.84132 -2.69502 -0.5 -0.3 -1.2
H -3.03968 -3.03149 -4.95404 0.7 -0.1 0.1
H -1.61202 -2.05028 -4.35572 0.8 -0.5 0.4
H -2.54312 -1.55739 -5.67801 -0.3 1.0 -1.1
H -5.39284 -0.65573 -3.69645 -0.6 -0.2 -0.1
H -5.06295 -1.34154 -5.17312 0.1 -0.1 1.4
C -3.91109 -5.88013 -0.00787 0.3 0.8 0.5
O -3.12766 -4.99483 0.78911 1.1 -1.7 0.2
C -3.45416 -3.65629 0.79737 -2.8 0.4 -1.0
C -3.18250 -2.86198 -0.50841 -0.7 0.5 2.1
C -1.76899 -3.08691 -0.97174 1.0 -0.2 0.1
N -3.46913 -1.49128 -0.02295 0.0 -1.6 0.2
H -3.62847 -5.77970 -1.05590 -0.8 0.4 -0.3
H -4.95492 -5.75737 0.29947 -0.1 0.2 -0.8
H -3.66499 -6.90002 0.21054 0.5 -0.5 0.6
H -4.56686 -3.56721 1.03738 1.1 0.2 -0.3
H -2.93380 -3.16296 1.60026 0.5 0.0 0.4
H -3.95023 -3.07182 -1.25126 0.2 -0.4 -0.2
H -0.99536 -2.97631 -0.17370 -0.8 0.2 -0.1
H -1.51152 -2.35164 -1.72775 0.1 -0.1 -0.4
H -1.57578 -4.10450 -1.33200 -0.3 0.1 -0.3
H -2.80200 -1.28829 0.70336 0.1 0.7 0.1
H -3.49810 -0.82266 -0.74678 0.2 1.0 -0.8
C 7.02819 -0.09821 -1.18162 -2.3 -1.1 0.4
O 5.71231 -0.10395 -1.75344 0.7 -0.3 -0.7
C 4.97993 1.02805 -1.38394 1.2 0.3 -0.5
C 3.73541 1.11083 -2.28928 -0.4 0.7 1.3
C 3.98625 1.31526 -3.76005 0.3 -1.2 0.3
N 2.88097 2.23772 -1.80269 -0.7 -1.3 0.7
H 7.59403 0.72468 -1.57030 0.9 0.0 -0.7
H 7.31783 -1.15798 -1.35081 0.8 1.1 0.3
H 6.86628 0.15379 -0.12636 0.5 -0.5 0.3
H 4.69105 0.85640 -0.35721 -0.6 0.3 0.6
H 5.73749 1.90503 -1.34004 -1.5 -0.6 -0.6
H 3.18062 0.15716 -2.10957 0.4 0.8 -0.3
H 3.04337 1.50537 -4.27271 0.0 -0.5 -0.1
H 4.55544 0.42957 -4.09491 -0.5 0.4 -0.4
H 4.59060 2.16957 -3.93374 0.8 1.0 -0.1
H 2.59770 2.00195 -0.84629 -0.1 -0.1 -0.3
H 3.46107 3.02251 -1.61519 0.7 1.1 -0.4
C 1.79862 -3.49248 -0.06732 0.3 0.7 0.0
O 2.22925 -4.60315 0.66628 -0.4 -0.4 0.3
C 1.17344 -5.50757 1.11058 1.4 0.2 -1.7
C 0.48323 -4.91088 2.30492 -1.1 0.1 -0.7
C 1.34219 -5.00524 3.54325 0.4 1.0 0.9
N -0.82218 -5.59233 2.51722 1.1 0.1 0.5
H 2.70621 -3.10209 -0.55816 -0.5 0.0 0.1
H 1.39533 -2.66045 0.56416 0.1 -0.6 -0.2
H 1.02957 -3.72437 -0.82683 0.3 -0.1 0.3
H 0.54669 -5.67379 0.22274 -0.5 0.1 0.4
H 1.73923 -6.43829 1.22407 -0.4 0.0 0.7
H 0.44556 -3.82495 2.00793 -0.6 -0.7 0.5
H 1.37054 -4.00592 4.07762 -0.4 -1.4 -0.1
H 2.37189 -5.18849 3.30441 0.7 0.1 -0.6
H 1.10952 -5.88025 4.15921 -0.5 0.4 0.2
H -1.10746 -5.52133 3.47460 0.0 0.0 0.5
H -1.62812 -5.36457 1.96088 0.1 0.4 -0.7
C 0.65754 -1.30901 -7.33351 -0.4 0.0 -0.4
O 0.83465 -2.29081 -6.32855 -0.4 0.2 -1.1
C 1.81847 -1.86865 -5.46499 0.6 -0.1 1.7
C 1.95924 -2.94262 -4.34394 0.7 -0.1 0.0
C 0.65285 -3.22007 -3.67090 -1.3 0.1 -0.8
N 2.86368 -2.49446 -3.26707 -0.2 -0.1 -0.1
H 0.38465 -0.36774 -6.83699 -0.1 0.0 -0.2
H -0.18205 -1.67815 -7.93955 0.3 0.4 0.0
H 1.54923 -1.08669 -7.99613 -0.6 -0.6 0.8
H 2.72520 -1.74745 -6.04119 0.8 -0.1 0.0
H 1.59803 -0.83986 -5.05542 0.0 -0.9 0.1
H 2.33781 -3.89714 -4.74249 -0.1 0.3 -0.5
H 0.76007 -3.89660 -2.81816 0.0 0.1 -0.2
H -0.12083 -3.62414 -4.37655 0.8 0.3 0.7
H 0.32679 -2.23368 -3.33689 -0.4 -0.1 0.4
H 3.04927 -3.30149 -2.67001 -0.1 0.3 -0.1
H 3.75049 -2.25491 -3.66403 0.7 0.3 -0.2
C -0.36847 3.09810 -3.63101 -0.2 1.6 -0.8
O 0.00060 1.84424 -3.11716 0.4 0.0 0.0
H -0.52579 3.89531 -2.88083 0.0 -0.6 0.2
H 0.29987 3.61535 -4.37124 0.2 -1.0 0.5
H -1.30899 3.01627 -4.20100 0.2 -0.4 0.4
H 0.83744 1.89711 -2.60872 -0.3 0.4 -0.5
C 1.13559 -0.11486 -0.55820 -0.3 -0.1 -1.4
O 2.31448 -0.09015 0.21612 -0.2 -0.4 0.9
H 0.21023 -0.45138 -0.10483 0.1 -0.2 0.7
H 0.91838 0.88951 -0.90084 0.0 0.2 0.0
H 1.28197 -0.73980 -1.45339 0.0 0.1 0.1
H 2.32610 -0.88755 0.78470 0.2 0.5 -0.1
C 4.38461 1.90625 2.97071 1.8 -1.4 0.7
O 3.13799 1.45543 2.60217 -1.4 -0.2 0.7
H 4.96341 1.24561 3.66692 -0.8 0.0 -0.4
H 4.99285 1.98341 2.10415 0.8 0.5 -0.8
H 4.32413 2.81526 3.47873 -0.2 1.7 0.6
H 3.15367 1.18333 1.69513 -0.3 -0.3 -1.1
C 4.11034 -1.66107 3.02644 0.5 -1.4 0.0
O 2.80865 -1.19663 2.83452 -1.2 -0.4 -0.3
H 4.13146 -2.67856 2.54907 0.1 0.8 0.4
H 4.87145 -1.04891 2.51289 -0.2 -0.1 0.4
H 4.35173 -1.83332 4.10731 0.0 0.5 -0.8
H 2.69538 -0.23747 2.89317 0.6 0.1 0.4